Molecular formula: C58H130CrO12
Method: DFT, the ωB97M-V functional and the def2-TZVPD basis

Geometry as ORCA input:
```
! RIJCOSX wB97M-V def2-TZVPD def2/J DEFGRID3
* xyz -1 4
Cr 14.137 19.331 20.883
O 12.983 16.673 23.163
C 13.385 17.579 22.256
O 12.734 18.706 22.208
O 14.294 17.299 21.492
H 13.742 16.093 23.425
O 12.453 22.804 19.425
C 13.125 21.579 19.445
O 13.568 21.141 18.401
O 13.299 20.960 20.607
H 12.298 23.130 20.282
O 14.402 18.886 24.244
C 15.403 19.788 23.637
O 16.373 20.271 24.181
O 15.156 19.949 22.403
H 14.791 18.493 25.010
O 15.187 18.056 17.574
C 14.714 18.649 18.684
O 15.647 19.147 19.466
O 13.509 18.592 18.978
H 14.422 17.787 17.086
C 13.750 24.791 22.512
C 13.134 23.432 22.903
C 13.253 23.325 24.418
C 12.783 21.995 25.001
C 12.916 21.796 26.517
C 11.956 20.708 27.089
H 14.801 24.796 22.876
H 13.202 25.567 22.958
H 13.764 24.926 21.403
H 12.088 23.591 22.631
H 13.488 22.596 22.298
H 12.681 24.115 24.932
H 14.195 23.590 24.883
H 11.751 21.822 24.740
H 13.219 21.203 24.345
H 13.945 21.691 26.743
H 12.564 22.747 26.985
H 12.327 19.716 26.996
H 11.674 20.999 28.161
H 10.967 20.686 26.569
C 16.826 10.954 23.554
C 16.179 12.319 23.064
C 15.054 12.190 21.998
C 14.439 13.569 21.666
C 13.385 13.570 20.584
C 12.556 14.844 20.403
H 16.053 10.260 23.849
H 17.490 11.103 24.386
H 17.381 10.511 22.698
H 15.847 12.811 23.932
H 16.979 12.929 22.684
H 14.319 11.537 22.401
H 15.465 11.648 21.112
H 13.997 14.008 22.587
H 15.240 14.329 21.333
H 13.896 13.346 19.680
H 12.680 12.788 20.856
H 11.696 14.724 19.723
H 12.152 15.329 21.294
H 13.120 15.671 19.908
C 16.937 16.171 25.108
C 17.506 17.014 23.967
C 18.745 17.822 24.421
C 19.127 18.978 23.513
C 19.169 18.683 21.947
C 20.252 17.688 21.613
H 16.110 15.574 24.783
H 16.471 16.867 25.841
H 17.669 15.522 25.599
H 17.804 16.308 23.162
H 16.756 17.763 23.669
H 19.644 17.162 24.354
H 18.694 18.169 25.487
H 18.503 19.800 23.716
H 20.123 19.281 23.773
H 18.228 18.251 21.653
H 19.266 19.587 21.343
H 20.391 17.385 20.574
H 21.177 18.156 21.991
H 19.985 16.754 22.079
C 9.451 15.821 21.761
C 9.244 16.382 20.332
C 9.882 17.780 20.190
C 9.529 18.635 21.366
C 9.724 20.132 21.019
C 9.401 20.981 22.232
H 10.378 16.080 22.213
H 9.397 14.708 21.692
H 8.654 16.032 22.483
H 9.692 15.700 19.605
H 8.160 16.325 20.031
H 9.613 18.268 19.283
H 10.973 17.634 20.210
H 8.419 18.458 21.686
H 10.146 18.338 22.253
H 10.746 20.194 20.636
H 9.130 20.308 20.089
H 8.363 20.693 22.659
H 10.205 20.763 22.987
H 9.441 22.020 21.936
C 16.612 18.183 12.859
C 16.523 19.547 13.416
C 15.269 19.961 14.088
C 15.218 21.489 14.269
C 13.981 21.892 15.141
C 14.021 23.200 15.954
H 16.552 17.471 13.715
H 17.587 17.970 12.360
H 15.856 17.800 12.185
H 17.390 19.703 14.047
H 16.778 20.271 12.649
H 15.181 19.372 14.995
H 14.409 19.695 13.489
H 16.108 21.793 14.878
H 15.157 21.942 13.358
H 13.125 22.099 14.422
H 13.763 20.969 15.727
H 14.100 24.072 15.291
H 13.072 23.105 16.557
H 14.914 23.374 16.597
C 18.398 20.388 16.778
C 18.343 20.802 18.262
C 17.409 22.018 18.587
C 17.197 22.197 20.132
C 18.391 22.554 20.880
C 18.022 22.957 22.320
H 17.364 20.168 16.376
H 18.877 19.422 16.697
H 18.888 21.133 16.133
H 17.969 19.946 18.752
H 19.404 20.925 18.572
H 16.429 21.921 18.123
H 18.009 22.911 18.097
H 16.422 23.057 20.260
H 16.751 21.309 20.588
H 19.226 21.841 20.869
H 18.942 23.424 20.512
H 17.464 22.210 22.948
H 18.892 23.014 22.963
H 17.573 23.944 22.376
C 17.492 16.113 18.989
C 16.577 14.942 18.659
C 17.141 13.555 18.867
C 16.267 12.497 18.243
C 16.750 11.076 18.468
C 15.809 9.997 18.067
H 17.979 16.057 19.943
H 16.901 17.047 18.876
H 18.344 16.078 18.273
H 15.632 14.979 19.214
H 16.263 14.942 17.654
H 17.096 13.424 19.932
H 18.175 13.487 18.548
H 15.301 12.610 18.716
H 16.099 12.730 17.187
H 17.735 10.871 18.057
H 16.893 10.966 19.555
H 15.361 10.150 17.100
H 16.234 9.005 18.201
H 14.935 10.143 18.736
C 13.114 15.714 15.224
C 12.398 16.087 16.516
C 11.122 15.252 16.661
C 11.423 13.742 16.758
C 10.224 12.993 17.227
C 8.811 13.349 16.676
H 14.045 16.264 15.196
H 12.467 15.890 14.343
H 13.239 14.625 15.099
H 13.018 15.931 17.401
H 12.256 17.143 16.468
H 10.596 15.514 15.721
H 10.498 15.669 17.484
H 11.641 13.286 15.776
H 12.283 13.561 17.458
H 10.377 11.895 17.102
H 10.103 13.001 18.320
H 8.871 13.391 15.564
H 8.054 12.600 16.960
H 8.465 14.321 17.059
C 10.097 21.008 17.248
C 10.245 20.411 15.805
C 9.110 19.341 15.536
C 9.151 18.578 14.171
C 8.149 17.496 14.247
C 8.201 16.460 13.125
H 9.026 21.260 17.476
H 10.660 22.002 17.357
H 10.394 20.300 17.992
H 10.132 21.227 14.978
H 11.261 20.072 15.722
H 8.149 19.794 15.784
H 9.294 18.618 16.350
H 8.929 19.332 13.372
H 10.152 18.178 13.982
H 8.242 17.017 15.217
H 7.138 17.882 14.229
H 7.307 15.788 13.168
H 8.106 17.065 12.158
H 9.121 15.931 13.068
*
```

Properties
Highest occupied orbital energy (alpha / beta) ... -7.323 / -7.578 eV
<S²> ... 3.770
Total energy ... -115252.718 eV
Kohn-Sham gap (alpha / beta) ... 9.57 / 9.83 eV
LUMO (alpha / beta) ... 0.083 / 0.083 Eh